No. 1
One molecule with the formula C24H27NO6 at a distorted geometry. Source: OMol25; level of theory: ωB97M-V/def2-TZVPD.

Calculated values
Largest force on an atom (Eh/bohr): 0.025
Energy (Eh): -1436.92783
Orbital gap (eV): 8.58
Energy relative to the best compared isomer or geometry (same formula, charge and spin) (kcal per mole): 30.47

Structure (ORCA input):
```
! wB97M-V def2-TZVPD RIJCOSX def2/J DEFGRID3
* xyz 0 1
H 0.45846 -1.37164 3.44730
C 4.44160 -0.56057 -2.88430
H -1.68881 -2.28729 -1.40326
O -2.85108 4.63872 2.89167
O 0.47619 -1.39185 0.07596
C -2.21142 1.39313 0.45634
C 5.73750 -0.76856 -3.31968
C 0.63496 -0.41786 2.92740
C -3.81813 2.63263 1.79921
H -2.65303 -1.04271 1.21085
H 6.11806 -0.18291 -4.14329
C -4.05165 -3.72509 -1.57307
N 2.64708 -1.15365 -1.33163
C 6.04997 -2.46184 -1.65727
H -0.20190 2.18985 0.38288
H 3.81252 0.17551 -3.35564
H -3.43492 -3.75883 -2.48294
C 4.75736 -2.26325 -1.21341
H -3.95510 -5.64455 -1.23102
C -2.81244 3.51609 2.10362
C -2.26244 -2.33578 -0.47497
H 6.67235 -3.20253 -1.17685
C 3.94189 -1.31087 -1.82353
O 1.74854 0.50143 -2.63914
C 0.41950 -0.44301 -0.92013
C -0.55004 -1.29538 1.04508
O -0.34883 -0.23837 1.92553
H -0.49526 -2.25998 1.58117
O -3.77020 -4.83454 -0.74607
C -0.65102 0.30955 -1.17530
C -1.52581 3.35111 1.59233
C 2.07154 -0.36011 2.41757
C -1.54701 5.17653 2.85684
H 2.39193 -1.76390 -0.56497
C -1.93029 -1.11987 0.39480
H 2.75410 -0.32684 3.26281
C -1.20070 2.30473 0.76642
H -4.08813 -1.59550 -1.38972
C 1.66590 -0.30190 -1.73126
H -0.58283 1.03584 -1.96916
C 6.54604 -1.71488 -2.71314
H -1.97027 -3.24652 0.05096
H -1.58077 6.19803 2.44359
H 7.55657 -1.87083 -3.05952
C -3.75105 -2.44640 -0.79625
C -3.49088 1.56847 0.96377
O -0.72345 4.36633 2.04788
H 0.45257 0.40453 3.62337
H -4.81341 2.76189 2.18989
H -2.75125 0.12933 -1.15100
H -4.26294 0.85898 0.70467
H -4.32052 -2.46989 0.13395
C -1.93489 0.18945 -0.42194
H 4.37065 -2.84735 -0.38928
H 2.30400 -1.23479 1.81579
H -5.10985 -3.73246 -1.87252
H -1.13706 5.21501 3.87937
H 2.21529 0.53137 1.81209
*
```



No. 2
C24H28AsN3O9P2RuS as an isolated structure. Source: OMol25; level of theory: ωB97M-V/def2-TZVPD.

Calculated values
Largest force on an atom (Eh/bohr): 0.012
⟨S²⟩: 8.76
Energy (Eh): -5184.66389
Orbital gap (alpha / beta) (eV): 7.03 / 7.10
Energy relative to the best compared isomer or geometry (same formula, charge and spin) (kcal per mole): 31.21

Structure (ORCA input):
```
! wB97M-V def2-TZVPD RIJCOSX def2/J DEFGRID3
* xyz -1 6
C 1.36501 0.78380 -3.26900
C 2.95424 -1.11130 -0.62986
N 0.54007 1.48839 1.56531
H 2.08244 -2.37222 6.25474
H 2.50931 -1.24333 -5.72634
S -1.45190 -2.23159 -0.33993
C 2.69096 0.99915 0.44218
H 1.37349 -2.65411 2.76789
As -0.84112 0.68314 -1.39447
O -1.56851 -2.65659 4.44608
H -2.44656 -2.52774 4.82119
H -2.03917 6.24054 -2.64811
C -2.56190 -0.11454 -1.75389
N 2.09648 0.00285 -0.23830
H -0.23265 2.14148 1.59594
H 4.16701 -0.55153 4.05776
C -3.58126 0.49806 -2.47400
C 1.86243 -0.86868 -4.94284
H 0.81356 1.30939 2.53750
O -1.38720 -0.19943 5.10707
H -5.92336 -1.92738 -2.24508
O 1.64372 0.85725 4.21859
O 1.31851 -2.52437 0.38470
C -1.66059 3.38716 -0.86735
C -1.20321 2.53882 -1.87154
H -3.43096 1.48654 -2.89249
H 1.82387 -3.58393 4.09238
H 2.19431 2.85059 1.44039
C 2.58507 -2.42232 0.06201
C 0.72673 -1.57440 -4.57967
P 2.02634 -0.51953 3.83777
H 2.81675 -1.29467 -1.70447
C -0.09964 -1.09881 -3.56702
Ru 0.24218 -0.73660 0.71352
H -5.58649 0.33446 -3.21980
C -1.35482 4.36625 -3.43843
H 1.30787 2.54024 -0.06706
C 0.21407 0.08537 -2.91474
C 2.18091 0.31429 -4.28562
H -1.23355 4.74449 -4.44615
O 3.38826 -3.32422 0.23422
H -0.70060 2.39208 -3.95587
C 0.86644 -1.75746 4.57337
C 1.05362 -2.07076 6.04479
C -4.97969 -1.41178 -2.11031
H -0.97532 -1.66524 -3.27591
H 0.83759 -1.16640 6.61177
N 1.08021 -3.00153 3.71316
H 3.07801 0.86049 -4.54899
C -4.79475 -0.14551 -2.65866
H 1.64302 1.68728 -2.73914
H 0.22087 -3.54866 3.63443
O 1.99035 -0.97303 2.40210
H -1.80191 3.00961 0.13934
H 0.48321 -2.50614 -5.07460
C -1.80913 5.20508 -2.43054
P -0.86141 -1.19903 4.16338
O 3.88608 1.13953 0.70337
H -4.11911 -3.00538 -0.96160
C -1.96638 4.71289 -1.14280
H 4.00504 -0.88558 -0.45514
C -3.97001 -2.02140 -1.38797
O -0.84677 -1.02395 2.67015
C -1.05428 3.03859 -3.16241
H -2.32346 5.35916 -0.35101
C 1.68757 2.08481 0.85312
C -2.73754 -1.38254 -1.18930
H 0.36352 -2.84869 6.37800
O 3.42416 -0.99142 4.49416
*
```



No. 3
C24H28Br21F2N4OP as an isolated structure at a distorted geometry. Source: OMol25; level of theory: ωB97M-V/def2-TZVPD.

Calculated values
Largest force on an atom (Eh/bohr): 0.084
Energy (Eh): -55820.77703
Orbital gap (eV): 6.88

Structure (ORCA input):
```
! wB97M-V def2-TZVPD RIJCOSX def2/J DEFGRID3
* xyz 0 1
C 3.23844 0.31956 1.97538
Br -3.77421 0.71885 -2.75691
C -3.53334 1.49494 1.16302
Br -7.72357 1.08254 -8.07909
Br 6.52626 -0.64922 1.03020
H 4.92130 -3.17776 1.22598
C -2.17526 0.82736 0.71958
H -4.71144 -1.95811 2.87361
H -8.11432 3.53117 -8.02507
C -4.13656 -1.18471 2.27617
Br 0.87406 8.49827 5.07326
Br 2.53787 -3.40262 -4.96886
Br 2.98203 -6.54568 -4.54300
H 4.13267 -0.11128 2.51562
O -5.69138 1.18978 0.16738
N -2.26310 -0.27933 -0.05092
H -3.62389 2.45375 0.58006
H 4.79109 -4.94812 0.79279
C -1.05086 -2.08530 -1.19397
C 0.22890 -0.23911 0.10652
Br -0.57601 9.11091 7.86410
C 3.99175 0.74432 -1.03018
N -5.03191 -0.72526 1.19445
H -5.81939 2.08404 -2.45273
Br 9.74556 -3.48267 0.91422
C -0.43280 7.89591 6.36561
C -0.86046 1.39198 1.12882
C -4.80121 0.63721 0.80421
Br 0.86392 -5.50542 -6.71183
H 0.94271 -5.16258 -4.25645
H 2.64673 -4.64361 1.46337
C 4.69080 -3.89816 0.38701
Br -10.09894 2.76894 -6.74823
Br 7.26968 2.25471 2.16019
Br 7.65798 -5.02644 2.79101
H 3.40788 1.42798 1.92836
H 5.40715 -3.71351 -0.46064
Br -9.60459 2.91786 -9.91065
H 8.09540 -2.59771 2.54057
C -1.02777 -0.83387 -0.36755
H 3.37995 0.86794 -1.96597
H 2.30974 0.01669 2.52292
Br -0.08729 6.08198 6.94294
H -1.39667 7.89184 5.86554
C -5.07827 -1.65890 0.04167
H -3.52328 1.76548 2.25348
C 1.72106 -5.15595 -5.01353
H -4.80797 -1.08738 -0.89281
C 2.78721 -2.97942 -1.41219
F -0.91056 2.53755 1.91096
H -4.27581 -2.44865 0.14942
H 2.50106 -3.71076 -2.23560
Br -3.16343 5.20558 5.29097
H 8.70828 0.53484 1.09937
C -8.78997 2.69425 -8.17024
C -4.34566 4.95250 3.77994
C 7.70481 0.88037 0.87057
H 3.58848 -2.27420 -1.75234
C 1.50953 -0.96317 -0.26579
F 0.07490 -3.94338 -2.26803
C 8.76336 -3.45276 2.58079
H -3.83916 -0.39119 3.00749
H 4.27753 1.74254 -0.58164
C 0.17254 -2.76911 -1.54150
Br -3.37325 4.91315 2.10864
N 0.36639 0.92189 0.86337
P 3.22001 -0.39769 0.24063
Br -4.22981 3.86671 -3.12549
C -5.03804 2.11023 -3.20754
H -6.05598 -2.19451 -0.07770
N 2.22944 -4.20301 0.63126
Br 7.74353 1.57293 -0.93474
H -3.21394 -1.72562 1.89891
Br -5.88622 1.78719 -4.91690
C 1.46710 -2.20074 -1.06612
Br 9.93313 -3.18792 4.09857
C 3.19919 -3.74325 -0.07835
Br -5.46560 3.38900 3.99683
H -2.03821 -2.51439 -1.51304
H 4.96631 0.27638 -1.36406
H -5.00558 5.81339 3.74388
*
```



No. 4
C24H28BrClF32GaNO6P as an isolated structure. Source: OMol25; level of theory: ωB97M-V/def2-TZVPD.

Calculated values
Largest force on an atom (Eh/bohr): 0.015
Energy (Eh): -9933.80080
Orbital gap (eV): 6.16

Structure (ORCA input):
```
! wB97M-V def2-TZVPD RIJCOSX def2/J DEFGRID3
* xyz -1 1
F -1.80247 3.09827 -3.57605
H -1.03588 -3.95591 -1.49511
F 4.98926 -7.35806 5.26068
F -1.76847 4.67890 -1.36786
F 2.55229 -6.89068 4.11541
C 5.06376 -8.69551 5.35060
C 3.29546 -8.45535 2.49300
H -3.63066 -0.59994 -5.90872
C -4.38694 -0.22355 -5.20113
F 1.36165 -7.14763 2.30001
O 0.47917 4.86668 -1.49096
C 2.32464 -4.15645 -1.21595
C -5.34594 8.36065 2.84815
O -0.93979 -3.02795 -1.24112
H 0.55293 -3.60802 -0.06468
F 0.81708 7.12254 -2.99345
H -1.64458 6.39317 3.89658
N -3.78672 0.58282 -4.12586
F 0.95056 8.36026 -1.19107
C -1.15210 9.37185 2.29591
F -2.28860 10.09208 2.33357
F -0.22285 7.26838 2.35646
H -5.08759 0.39654 -5.78539
C 1.35648 -4.34544 -0.04418
H 6.35199 -3.92110 0.62824
F 2.03563 -4.27010 1.14215
C 3.06858 -2.81720 -1.31960
C -1.44569 7.87540 2.43620
H -1.19870 -4.46226 -5.21849
C -0.69125 3.81215 -3.31143
F -0.76263 4.97331 -4.00257
C -0.62728 4.10507 -1.80584
C -4.26634 -2.57386 -4.12163
F 4.11727 -8.61686 7.50325
F -1.04606 9.05280 -2.79813
F -4.65505 8.78924 1.77518
H -2.77308 0.62659 -4.18661
H 5.29035 -7.66290 2.88756
F 2.55594 -9.47101 2.99555
F -6.22960 9.32247 3.20104
F 2.76918 -9.04581 5.83119
F 3.63014 -2.13277 1.19122
H 3.15732 -6.29388 2.30408
C -3.66856 -2.41095 -2.69989
F 1.56696 -4.24334 -2.33476
H 2.47032 -1.99615 -0.92596
H -4.09984 1.54728 -4.17246
C 0.36314 6.13551 -0.88601
C -5.15809 -1.42662 -4.63780
F 6.26967 -8.99436 5.90672
O -3.47453 7.14121 3.72926
O -0.49554 -4.12478 -4.64463
F -0.56177 9.57658 1.09693
F 5.59293 -1.49413 0.50906
H -5.88036 7.44310 2.59639
F -0.49052 2.92617 -1.17940
C -2.08048 7.37975 3.74259
C -1.16089 7.95391 -2.01207
O 4.40984 -2.79367 -0.82167
C 4.75914 -8.61454 2.92626
H -3.73100 -3.39363 -2.20207
H -1.77510 7.99363 4.59100
P -0.68296 -2.45609 -4.68421
C 4.69792 -2.52157 0.47499
Ga -1.71129 -1.97119 -2.57385
H 1.32151 6.27527 -0.38548
H -4.90489 -3.47491 -4.12091
F 5.66441 -3.40987 2.43819
F -5.16090 7.64836 5.04485
H -4.25453 -1.71461 -2.08770
F -2.17367 7.45526 1.37752
F 3.22374 -5.18003 -1.23037
H -0.47671 9.71034 3.08553
F -3.82117 9.25453 4.44792
H 4.16411 -10.32539 6.45795
F 3.29329 -8.57862 1.13477
H -1.60239 8.24950 -1.05750
C 0.23541 7.36197 -1.79946
Cl -1.22795 0.11847 -1.90927
H -3.48464 -2.75067 -4.87809
H -5.75618 -1.83922 -5.47205
C 4.00584 -9.25494 6.31343
F 4.64029 -4.81381 1.09661
C 2.61929 -7.11549 2.78231
H -0.39568 6.14482 -0.10300
F 0.82674 -5.58963 -0.11854
H -5.86979 -1.08986 -3.86981
H 0.19392 3.25567 -3.62273
C 5.41151 -3.70829 1.13972
Br 1.42124 -1.68571 -4.44188
C -4.39404 8.11036 4.02734
F -1.97068 7.07898 -2.63556
H 3.17401 -2.63912 -2.38676
O 5.00836 -9.31568 4.13479
H 5.19915 -9.25077 2.15954
*
```